(1)
Formula: C48H96O16
Source: the OMol25 dataset
Level of theory: ωB97M-V/def2-TZVPD

DFT total energy	-84093.2264	eV
relative energy (zero: lowest compared OMol25 entry of this formula, charge and spin)	0.0	kcal/mol
HOMO energy	-9.069	eV
F_max	0.96	eV Å⁻¹
spin multiplicity	1

Structure (XYZ):
```
160
C48H96O16 | the OMol25 dataset | ωB97M-V/def2-TZVPD
O -2.9305 1.8878 -2.5706
O 0.5481 2.4140 -4.8956
O 3.8946 -3.8735 -1.2097
O 0.3285 3.0038 3.0830
O -4.8897 -3.1951 -2.8824
O 0.4429 -3.3064 -3.3431
O 0.9989 5.5650 -1.2768
O 5.9493 -3.3949 3.1761
O 4.9368 4.8800 -1.7139
O -0.3072 -5.6855 1.6735
O -1.0493 0.6064 6.6432
O -4.8191 0.6614 1.1636
O 1.4600 0.6173 -1.2505
O -1.3678 -3.2195 5.6898
O 5.4012 3.8375 2.5761
O -2.0986 -2.0065 2.0583
C -3.3791 -1.7625 -4.0102
C 4.4262 -1.7030 2.4954
C -2.5717 1.3488 0.8767
C 4.2667 3.4835 2.4018
C 3.4898 3.0424 -2.1706
C 3.3407 4.2099 1.4548
C -4.3183 -2.0969 2.8941
C -0.0255 4.0072 3.6556
C 0.8927 -3.8180 0.8473
C 3.7568 -1.5830 -1.8735
C 3.9722 -3.0525 -2.1014
C -0.7530 -5.1724 -0.5877
C -1.8519 0.6320 4.4020
C 0.5499 -4.0017 -5.6002
C -3.7404 -2.3312 0.3800
C -3.9602 2.5060 -2.6916
C 3.7231 2.2454 3.0826
C 0.4744 -2.4447 6.9367
C -0.1748 5.1377 -3.2889
C -3.9827 3.9227 -3.2020
C 5.0588 -2.6417 3.5007
C -0.6916 0.6745 -5.8840
C 0.7102 0.0076 -0.5192
C -4.5203 3.0086 0.9356
C -3.1573 -0.4370 6.3164
C -1.9144 0.2716 5.8788
C -4.0521 1.5766 0.9718
C 4.4154 -3.4355 -3.5030
C 1.3882 0.2350 -4.4518
C -1.4678 4.4415 3.6391
C 4.4650 -2.6641 4.8896
C 3.5633 5.1876 -3.6208
C -3.8114 -3.0766 -3.4012
C -2.8437 -4.2220 -3.5186
C 0.8196 -4.1506 -4.1275
C 0.4083 1.2253 -5.0252
C -0.2218 3.5419 -1.2687
C 1.0048 -0.0349 0.9678
C -3.2828 -2.0825 1.7912
C -0.5349 -0.6407 -1.0367
C 0.4421 -2.4914 4.3521
C 0.2768 4.8130 -1.8872
C 4.0827 4.4164 -2.4245
C 1.6104 -5.3448 -3.6876
C -5.2876 1.8623 -2.3989
C -0.0682 -4.9678 0.7422
C 0.9411 4.8636 4.4374
C -0.2241 -2.8199 5.6644
H -2.1923 1.8391 -0.0222
H 2.5079 4.6300 2.0285
H 4.6168 -1.0093 -2.2227
H 0.2500 -2.9752 -5.8035
H -1.9510 -4.0002 -2.9318
H 1.8044 -0.3494 -5.2792
H -0.2881 -4.6449 -5.8889
H 1.0334 1.0057 1.3018
H 4.1951 2.4177 -1.6237
H -3.0051 -1.5147 6.1942
H -4.2835 -3.2792 0.3838
H 0.6668 5.5163 -3.8628
H 4.5463 1.5949 3.3715
H -5.6669 1.3794 -3.3038
H -3.3784 -0.9983 -3.2348
H -3.8357 -1.9777 3.8605
H 1.4272 -2.9435 7.1125
H 0.5654 -1.4151 4.2241
H 1.8795 -5.2220 -2.6394
H 0.3549 -2.8982 0.5909
H 3.1683 2.5263 3.9795
H 0.8854 -0.4634 -3.7769
H 3.7156 -3.0562 -4.2500
H 2.5146 -5.4632 -4.2804
H -5.1877 1.0779 -1.6493
H -3.2902 -5.1384 -3.1353
H -1.3609 1.4836 -6.1756
H -4.3423 3.9401 -4.2311
H -0.8907 5.9677 -3.2220
H 4.4826 -4.5182 -3.5932
H 3.4386 -3.0088 4.7189
H -1.1612 0.1171 -1.5195
H -0.3099 -1.4493 -1.7349
H 4.3895 -1.6872 5.3657
H 5.4257 -3.0505 -3.6502
H 2.8516 -1.3101 -2.4226
H 4.3873 5.5952 -4.1998
H -4.4195 -1.5587 0.0230
H 3.8799 4.9987 0.9416
H 3.3557 2.5653 -3.1433
H -2.0347 1.7029 4.2900
H -1.1395 -6.1935 -0.6211
H -3.4015 -0.2312 7.3544
H -6.0311 2.5898 -2.0711
H 1.9119 4.3810 4.4683
H -2.5774 -4.3744 -4.5662
H -0.6621 4.3031 -3.7820
H 3.6289 -1.3337 -0.8227
H -5.0615 -1.3033 2.7939
H -2.3175 0.2965 0.9090
H 2.1714 0.7505 -3.9071
H 1.9998 -0.4674 1.0937
H 2.8978 3.5146 0.7402
H -1.1303 -1.0687 -0.2286
H -2.6304 0.1113 3.8467
H -1.6237 -4.5144 -0.6339
H -4.5882 3.3445 -0.1042
H -4.0429 -1.4904 -4.8275
H -0.2678 0.2941 -6.8186
H 2.9260 4.5758 -4.2605
H 3.3894 -1.9939 2.3038
H 2.5685 3.1415 -1.6048
H -0.8662 0.4181 3.9940
H -0.1765 -2.8391 3.5234
H 1.3907 -3.0237 4.2436
H 0.2970 -0.6077 1.5648
H 0.5648 4.9907 5.4557
H -5.5178 3.0809 1.3664
H -0.1008 -5.0413 -1.4450
H 1.0310 5.8538 3.9880
H 4.4256 -0.6580 2.8091
H 5.0070 -3.3655 5.5144
H 3.0394 1.7079 2.4262
H -1.5521 5.4911 3.3399
H -1.1687 3.7554 -0.7558
H 4.9914 -1.7891 1.5685
H 1.0191 -6.2576 -3.7995
H -2.3567 -1.8327 -4.3916
H -2.0241 3.8355 2.9295
H 2.9491 6.0032 -3.2276
H 0.4428 3.1795 -0.4828
H -2.0895 1.8417 1.7293
H -3.9608 -0.1499 5.6375
H -2.9789 4.3418 -3.1650
H 0.6838 -1.3695 6.8996
H -3.8431 3.6802 1.4603
H 1.2941 -3.7293 1.8513
H -4.8448 -3.0538 2.8643
H -2.8753 -2.3804 -0.2764
H 1.7031 -3.9294 0.1210
H -1.9108 4.3589 4.6338
H -0.2201 -2.6047 7.7578
H -4.6409 4.5374 -2.5858
H -0.3876 2.7400 -1.9858
H 1.4132 -4.3036 -6.1902
H -1.2430 -0.1162 -5.3782
```

Mulliken atomic charge list, values in e, 5 entries: O -0.213; O -0.567; O -0.596; O -0.136; O -0.601

=====

(2)
Formula: C4H10O2
Source: the OMol25 dataset
Level of theory: ωB97M-V/def2-TZVPD

DFT total energy	-8404.5009	eV
relative energy (zero: lowest compared OMol25 entry of this formula, charge and spin)	24.1	kcal/mol
HOMO energy	-10.001	eV
SMILES	COC[C@@H](C)O
F_max	0.37	eV Å⁻¹
spin multiplicity	1

Structure (XYZ):
```
16
C4H10O2 | the OMol25 dataset | ωB97M-V/def2-TZVPD
O 1.4715 0.1235 0.3001
O -0.7629 -0.8085 1.3378
C -0.8597 0.4136 0.6378
C 0.2802 0.4774 -0.3789
C 2.3115 -0.7512 -0.4173
C -2.2233 0.4698 -0.0260
H -2.3825 1.4349 -0.5199
H 3.0583 -1.1331 0.2837
H 0.1760 -0.8776 1.5662
H -3.0061 0.3290 0.7260
H 0.3737 1.4783 -0.8243
H -2.3161 -0.3318 -0.7679
H 0.0723 -0.2430 -1.1840
H 1.7372 -1.5957 -0.8241
H 2.8302 -0.2474 -1.2456
H -0.7605 1.2620 1.3364
```

Mulliken atomic charge list, values in e, 5 entries: O -0.368; O -0.558; C 0.497; C -0.661; C -0.698

=====

(3)
Formula: C4H14N2
Source: the OMol25 dataset
Level of theory: ωB97M-V/def2-TZVPD

DFT total energy	-7353.0972	eV
relative energy (zero: lowest compared OMol25 entry of this formula, charge and spin)	46.6	kcal/mol
HOMO energy	-8.077	eV
SMILES	CNC.CNC
F_max	3.46	eV Å⁻¹
spin multiplicity	1

Structure (XYZ):
```
20
C4H14N2 | the OMol25 dataset | ωB97M-V/def2-TZVPD
N 0.1833 -1.6695 -0.1379
N 0.7630 1.1676 0.7384
C -1.2237 -2.0935 -0.2321
C -0.0363 1.5429 1.9657
C 0.9157 -1.2905 -1.4095
C 0.1055 1.7315 -0.4224
H -1.4730 -2.7482 0.6360
H -0.9265 1.3999 -0.6619
H 0.6861 -2.1526 -2.0088
H -1.8540 -1.2150 -0.3298
H 1.9336 -1.1033 -1.2043
H 0.1002 2.8082 -0.4511
H -0.3443 2.5814 1.8982
H 0.5338 -0.4655 -1.9545
H 0.2298 -0.8794 0.4939
H 1.6962 1.4876 0.8805
H 0.4134 0.9229 2.8942
H 0.6869 1.6705 -1.4347
H -1.0222 1.0238 1.9205
H -1.3676 -2.7187 -1.1804
```

Mulliken atomic charge list, values in e, 5 entries: N -0.394; N -0.281; C -0.777; C -0.855; C -0.910

=====

(4)
Formula: C3H6NOS
Source: the OMol25 dataset
Level of theory: ωB97M-V/def2-TZVPD

DFT total energy	-17572.2985	eV
relative energy (zero: lowest compared OMol25 entry of this formula, charge and spin)	25.9	kcal/mol
HOMO energy	-13.832	eV
SMILES	[NH3+][C@H]1C=COS1
charge	+1
F_max	2.63	eV Å⁻¹
spin multiplicity	1

Structure (XYZ):
```
12
C3H6NOS | the OMol25 dataset | ωB97M-V/def2-TZVPD
S -2.1722 0.9957 -0.1112
O -2.6422 -0.5703 0.3925
N 0.6799 1.0629 0.4963
C -0.5642 -0.9862 -0.5399
C -1.7061 -1.4528 0.0867
C -0.5906 0.4341 -0.6245
H -0.2269 0.8605 -1.5650
H 0.3650 -1.5431 -0.7147
H 1.5072 0.5336 0.5306
H 0.2457 1.0230 1.4347
H 1.0140 2.0035 0.1666
H -1.9954 -2.4913 0.5512
```

Mulliken atomic charge list, values in e, 5 entries: S 0.161; O -0.270; N -0.521; C -0.638; C 0.025

=====

(5)
Formula: C10H16
Source: the OMol25 dataset
Level of theory: ωB97M-V/def2-TZVPD

DFT total energy	-10626.7262	eV
relative energy (zero: lowest compared OMol25 entry of this formula, charge and spin)	69.6	kcal/mol
HOMO energy	-8.883	eV
SMILES	Cc1ccccc1.CCC
F_max	4.88	eV Å⁻¹
spin multiplicity	1

Structure (XYZ):
```
26
C10H16 | the OMol25 dataset | ωB97M-V/def2-TZVPD
C -0.6662 -1.6524 -1.3584
C -1.2399 0.7020 -1.3639
C 0.7299 -0.0910 -2.4381
C -2.8948 -0.9321 -0.5537
C 1.4847 0.4478 2.5648
C 2.5753 0.6132 1.5040
C 0.3449 -1.3608 -2.2040
C 0.0199 0.9032 2.0266
C -1.5639 -0.6418 -1.0624
C 0.0271 0.9779 -1.8562
H 2.4528 -0.2951 0.8836
H -3.6038 -1.1331 -1.4167
H 0.1479 1.5515 1.1706
H 1.5339 0.2374 -3.1709
H 0.8144 -2.2688 -2.7554
H 3.4939 0.6922 1.9410
H 2.1705 1.5309 0.9435
H 0.6943 1.8425 -1.7355
H -0.5757 0.0620 1.6295
H 1.6724 1.1398 3.3449
H -0.2527 1.6970 2.7767
H -1.8642 1.4987 -0.9854
H -3.1642 -0.2396 0.2685
H 1.4178 -0.4698 3.0837
H -0.6950 -2.8976 -1.0996
H -3.0593 -1.9141 -0.1373
```

Mulliken atomic charge list, values in e, 5 entries: C -0.268; C -0.517; C -0.443; C -1.523; C -0.602

=====

(6)
Formula: CH5N2P
Source: the OMol25 dataset
Level of theory: ωB97M-V/def2-TZVPD

DFT total energy	-13385.5586	eV
relative energy (zero: lowest compared OMol25 entry of this formula, charge and spin)	23.3	kcal/mol
HOMO energy	-8.944	eV
F_max	5.96	eV Å⁻¹
spin multiplicity	1

Structure (XYZ):
```
9
CH5N2P | the OMol25 dataset | ωB97M-V/def2-TZVPD
P 0.1457 -0.3124 1.3826
N 1.0299 0.6771 2.1325
N 0.1338 0.1327 -0.2069
C -0.5903 -0.5535 -1.2663
H -0.9249 -1.4177 -0.7499
H 0.6703 1.2213 -0.6392
H 0.0423 -0.5816 -2.2197
H 0.9009 0.7617 3.1490
H -1.4076 0.0724 -1.5822
```

Mulliken atomic charge list, values in e, 5 entries: P 0.124; N -0.518; N -0.330; C -0.616; H 0.282